Entry from the OMol25 dataset: C19H27N3O2 as an isolated structure (ωB97M-V/def2-TZVPD).

Properties
- Energy: -1054.29939 Eh
- Total charge: 0
- 2S+1: 1
- LUMO level: 0.32 eV
- Orbital gap: 8.6 eV

Last column: Mulliken charge in e.
Geometry (Å):
O (-3.126, 2.103, 0.262)  -0.786
O (1.204, 0.194, 0.226)  -0.276
N (-3.312, -0.033, -0.580)  -0.215
N (-1.343, 0.970, -0.815)  -0.314
N (3.543, -1.715, -0.275)  0.359
C (-5.170, -1.470, -0.958)  -0.581
C (2.151, 0.117, 1.174)  -0.675
C (1.125, 1.988, 1.614)  -0.838
C (4.523, 0.748, -0.909)  -0.564
C (-0.226, 2.050, -0.697)  -0.665
C (4.765, -0.772, -0.384)  -0.919
C (-2.630, 1.001, -0.514)  0.873
C (5.705, 1.340, -1.554)  -0.709
C (-6.759, 0.361, 0.509)  -0.510
C (0.717, 1.300, 0.410)  0.892
C (-7.299, -1.218, 0.173)  -0.658
C (4.568, -3.824, 0.707)  -1.420
C (3.636, -3.040, -0.337)  -1.044
C (-6.404, -1.930, -0.465)  -0.197
C (2.129, 1.075, 1.865)  0.664
C (-4.712, -0.350, -0.174)  0.447
C (6.733, 1.661, -0.492)  -1.177
C (-5.555, 0.486, 0.398)  -0.248
C (2.902, -1.444, 1.040)  -1.272
H (2.625, 1.328, 2.967)  0.149
H (-6.845, -2.878, -0.726)  0.322
H (5.257, -1.389, -1.092)  0.689
H (0.919, 3.014, 1.925)  0.377
H (7.492, 2.275, -1.124)  0.308
H (2.644, -3.221, -0.310)  0.671
H (4.356, -3.695, 1.562)  0.630
H (-0.890, 0.228, -1.153)  0.230
H (-2.867, -0.969, -1.108)  0.288
H (7.148, 0.840, -0.287)  0.453
H (5.334, 2.136, -1.957)  0.498
H (6.014, 0.611, -2.316)  0.333
H (-5.044, 1.443, 0.642)  0.389
H (3.895, 1.345, -0.139)  0.060
H (5.633, -3.243, 0.361)  0.169
H (2.249, -2.149, 1.512)  0.672
H (3.933, -2.952, -1.523)  0.506
H (6.180, 2.318, 0.307)  0.262
H (5.223, -0.697, 0.585)  0.348
H (-4.552, -2.490, -1.232)  0.141
H (-0.869, 2.822, 0.038)  0.323
H (3.458, -1.149, 2.229)  0.177
H (0.195, 2.240, -1.739)  0.228
H (-7.419, 1.033, 0.983)  0.426
H (4.666, -4.716, 0.151)  0.434
H (-8.373, -1.302, 0.252)  0.353
H (3.712, 0.484, -1.620)  0.395